Formula: C3H4O3
Source: OMol25
Level of theory: wB97M-V/def2-TZVPD

Cartesian coordinates (Å):
O: 0.68 1.76 1.65
C: -0.15 1.16 1.02
C: 0.23 0.05 0.14
O: 1.55 -0.32 0.17
C: -0.60 -0.59 -0.70
O: -0.13 -1.58 -1.39
H: -1.04 1.59 0.91
H: 1.95 0.14 0.87
H: -1.65 -0.24 -0.82
H: -0.85 -1.97 -1.84

* HOMO level: -8.656 eV
* ΔE to the lowest compared entry with this formula, charge and spin: 2.0833 eV
* lowest unoccupied orbital energy: 0.4 eV
* gap between HOMO and LUMO: 9.1 eV
* SMILES: O=C/C(O)=C/O

These are the Mulliken partial charges, in e, on atoms 1 to 4: atom 1 (O): -0.534, atom 2 (C): -0.112, atom 3 (C): 0.332, atom 4 (O): -0.531

Formula: C38H30CuN8O2S2
Source: OMol25
Level of theory: wB97M-V/def2-TZVPD

Cartesian coordinates (Å):
Cu: 0.22 0.18 0.17
C: 2.48 -4.07 0.04
C: 2.03 -3.16 -0.92
N: 0.77 -2.76 -0.96
C: -0.03 -3.23 -0.01
C: 0.40 -4.16 0.92
N: 1.66 -4.60 0.95
C: -1.39 -2.63 0.06
C: -2.53 -3.37 0.37
C: -3.75 -2.73 0.42
C: -3.80 -1.37 0.16
C: -2.62 -0.70 -0.13
N: -1.45 -1.32 -0.17
C: -2.55 0.78 -0.37
C: -3.65 1.62 -0.32
N: -3.56 2.93 -0.51
C: -2.34 3.41 -0.75
C: -1.22 2.58 -0.81
N: -1.33 1.27 -0.61
C: -5.00 -3.48 0.76
C: -5.99 -2.91 1.54
C: -7.13 -3.65 1.84
N: -7.33 -4.90 1.41
C: -6.38 -5.44 0.65
C: -5.20 -4.78 0.30
H: 3.52 -4.36 0.08
H: 2.70 -2.75 -1.65
H: -0.27 -4.55 1.69
H: -2.45 -4.43 0.57
H: -4.75 -0.85 0.16
H: -4.63 1.22 -0.10
H: -2.24 4.48 -0.90
H: -0.23 2.98 -0.97
H: -5.87 -1.91 1.94
H: -7.91 -3.22 2.46
H: -6.55 -6.45 0.30
H: -4.48 -5.27 -0.33
N: 2.08 -0.18 0.18
C: 2.97 -0.18 1.05
C: 2.71 -0.14 2.55
C: 3.11 0.97 3.31
C: 2.78 1.05 4.66
C: 2.07 0.03 5.28
C: 1.69 -1.09 4.53
C: 2.01 -1.16 3.18
C: 4.45 -0.18 0.67
C: 4.83 0.46 -0.51
C: 6.16 0.46 -0.91
C: 7.13 -0.18 -0.14
C: 6.76 -0.82 1.04
C: 5.43 -0.80 1.44
H: 3.64 1.77 2.82
H: 3.07 1.93 5.23
H: 1.82 0.09 6.33
H: 1.15 -1.89 5.00
H: 1.69 -2.01 2.59
H: 4.06 0.95 -1.09
H: 6.45 0.98 -1.82
H: 8.17 -0.17 -0.45
H: 7.50 -1.32 1.64
H: 5.14 -1.29 2.37
C: -0.53 6.75 0.64
O: -0.06 5.46 1.01
C: 1.07 4.97 0.39
S: 1.80 5.86 -0.83
S: 1.48 3.43 0.95
H: -1.46 6.89 1.20
H: -0.71 6.82 -0.43
H: 0.19 7.53 0.92
O: -0.42 0.30 2.20
N: -1.45 0.99 2.60
C: -2.55 0.35 3.04
C: -3.67 1.06 3.43
C: -3.67 2.45 3.35
C: -2.52 3.07 2.88
C: -1.42 2.34 2.51
H: -2.46 -0.73 3.07
H: -4.53 0.52 3.79
H: -4.54 3.02 3.64
H: -2.47 4.15 2.79
H: -0.48 2.76 2.13

* net charge: -1
* HOMO level: -3.484 eV
* lowest unoccupied orbital energy: 1.3 eV
* gap between HOMO and LUMO: 4.7 eV

These are the Mulliken partial charges, in e, on atoms 1 to 4: atom 1 (Cu): -1.028, atom 2 (C): -0.239, atom 3 (C): -0.153, atom 4 (N): -0.427

Formula: C7H6BrFOS
Source: OMol25
Level of theory: wB97M-V/def2-TZVPD

Cartesian coordinates (Å):
C: -2.40 -0.59 -0.70
C: -2.20 -0.81 0.67
C: -1.30 -0.04 -1.42
C: -0.99 -0.73 1.29
C: -0.07 0.08 -0.83
C: 0.07 -0.32 0.49
C: 2.42 0.12 0.39
O: 1.35 -0.22 1.05
F: 3.50 0.03 1.22
S: 2.38 2.64 -0.44
Br: 2.87 -0.78 -1.24
H: -3.45 -0.86 -1.12
H: -3.07 -1.05 1.36
H: -1.51 0.14 -2.46
H: -1.02 -1.14 2.21
H: 0.70 0.64 -1.32
H: 2.72 2.86 0.84

* HOMO level (alpha / beta): -8.917 / -8.951 eV
* ΔE to the lowest compared entry with this formula, charge and spin: 0.0000 eV
* lowest unoccupied orbital energy (alpha / beta): -1.4 / -1.4 eV
* gap between HOMO and LUMO (alpha / beta): 7.5 / 7.6 eV

These are the Mulliken partial charges, in e, on atoms 1 to 4: atom 1 (C): -0.545, atom 2 (C): -0.087, atom 3 (C): -0.785, atom 4 (C): -0.832

Question: What is the formula in the third record?
Answer: C7H6BrFOS